Below is a 3-piece molecular cluster, C5H13NO4 overall, with properties calculated with the ωB97M-V functional and the def2-TZVPD basis.

Molar mass (g mol⁻¹): 151.2
LUMO level (eV): 0.44
Energy relative to the best compared isomer or geometry (same formula, charge and spin) (kcal/mol): 79.4
Kohn-Sham gap (eV): 10.197

Geometry as ORCA input:
```
! wB97M-V def2-TZVPD RIJCOSX def2/J DEFGRID3
* xyz 0 1
O -2.855 0.301 -0.987
C -1.778 0.108 -1.435
O -1.332 0.692 -2.520
C -0.910 -1.143 -1.196
C 0.585 -0.906 -1.128
C 0.904 0.459 -0.189
C 2.051 -0.852 1.502
N 1.708 0.274 0.989
H -1.647 1.495 -2.946
H -1.091 -1.340 -0.069
H -1.254 -1.989 -1.634
H 0.974 -0.699 -2.167
H 0.945 -1.890 -0.906
H -0.028 0.984 0.255
H 1.491 1.182 -0.790
H 1.692 -1.847 1.313
H 2.733 -0.515 2.325
H -3.003 -1.071 1.394
H -2.373 0.015 1.435
O -2.306 -0.879 1.799
H 1.826 1.819 1.866
H 1.959 3.105 1.109
O 1.707 2.697 1.980
*
```

These are the Löwdin partial charges, in e, on atoms 1 to 5: number 1, O, carries 0.125; number 2, C, carries -0.573; number 3, O, carries 0.127; number 4, C, carries -0.121; number 5, C, carries -0.145

Below is a 3-piece molecular cluster, C5H13NO4 overall, with properties calculated with the ωB97M-V functional and the def2-TZVPD basis.

Molar mass (g mol⁻¹): 151.2
LUMO level (eV): 0.59
Energy relative to the best compared isomer or geometry (same formula, charge and spin) (kcal/mol): 23.1
Kohn-Sham gap (eV): 10.846

Geometry as ORCA input:
```
! wB97M-V def2-TZVPD RIJCOSX def2/J DEFGRID3
* xyz 0 1
C -2.977 -0.476 -0.196
N -2.184 0.636 0.020
C 1.301 -0.543 1.249
C 0.073 -0.414 0.255
C -0.977 0.489 0.834
C -0.435 1.869 1.237
O 0.480 2.337 0.609
O -2.911 -1.426 0.540
H -3.669 -0.428 -1.050
H -2.152 1.427 -0.603
H 1.067 -0.031 2.198
H 1.393 -1.561 1.592
H 2.119 -0.044 0.746
H 0.479 0.107 -0.602
H -0.328 -1.374 -0.080
H -1.304 0.093 1.836
H -0.824 2.480 2.081
H 0.582 -2.961 -1.607
H 1.714 -2.499 -0.821
O 1.531 -2.896 -1.671
H 2.268 1.045 -2.551
H 2.641 2.186 -1.623
O 2.113 1.985 -2.394
*
```

These are the Löwdin partial charges, in e, on atoms 1 to 5: number 1, C, carries -0.338; number 2, N, carries 0.068; number 3, C, carries -0.064; number 4, C, carries -0.196; number 5, C, carries -0.330

Please write out number 1 again, unchanged.
Below is a 3-piece molecular cluster, C5H13NO4 overall, with properties calculated with the ωB97M-V functional and the def2-TZVPD basis.

Molar mass (g mol⁻¹): 151.2
LUMO level (eV): 0.44
Energy relative to the best compared isomer or geometry (same formula, charge and spin) (kcal/mol): 79.4
Kohn-Sham gap (eV): 10.197

Geometry as ORCA input:
```
! wB97M-V def2-TZVPD RIJCOSX def2/J DEFGRID3
* xyz 0 1
O -2.855 0.301 -0.987
C -1.778 0.108 -1.435
O -1.332 0.692 -2.520
C -0.910 -1.143 -1.196
C 0.585 -0.906 -1.128
C 0.904 0.459 -0.189
C 2.051 -0.852 1.502
N 1.708 0.274 0.989
H -1.647 1.495 -2.946
H -1.091 -1.340 -0.069
H -1.254 -1.989 -1.634
H 0.974 -0.699 -2.167
H 0.945 -1.890 -0.906
H -0.028 0.984 0.255
H 1.491 1.182 -0.790
H 1.692 -1.847 1.313
H 2.733 -0.515 2.325
H -3.003 -1.071 1.394
H -2.373 0.015 1.435
O -2.306 -0.879 1.799
H 1.826 1.819 1.866
H 1.959 3.105 1.109
O 1.707 2.697 1.980
*
```

These are the Löwdin partial charges, in e, on atoms 1 to 5: number 1, O, carries 0.125; number 2, C, carries -0.573; number 3, O, carries 0.127; number 4, C, carries -0.121; number 5, C, carries -0.145